## i
Here is a cluster of 2 separate species, C3H9O2 in total from the Open Molecules 2025 dataset. Energies are from ωB97M-V/def2-TZVPD.

As for the charge: -1. Its HOMO energy is -3.0976 eV. As for the HOMO-LUMO gap: 7.29 eV.

Structure (XYZ):
```
14
C3H9O2, DFT ωB97M-V/def2-TZVPD
C 0.07 -0.62 -0.07
O 1.11 -0.90 -0.91
C -1.03 0.25 -0.69
C -1.40 1.46 0.20
H 0.44 -0.10 0.84
H -0.41 -1.54 0.33
H -1.95 -0.33 -0.76
H -0.81 0.58 -1.69
H -2.27 1.97 -0.18
H -0.52 2.09 0.33
H -1.70 1.06 1.17
H 2.19 -1.27 -0.12
H 3.45 -0.98 0.90
O 2.84 -1.68 0.66
```

***

## ii
Here is a cluster of 2 separate species, C3H9O2 in total from the Open Molecules 2025 dataset. Energies are from ωB97M-V/def2-TZVPD.

As for the charge: -1. Its HOMO energy is -2.4093 eV. As for the HOMO-LUMO gap: 6.82 eV.

Structure (XYZ):
```
14
C3H9O2, DFT ωB97M-V/def2-TZVPD
C 1.28 -0.67 -0.19
O 0.68 -0.29 -1.41
C 1.47 0.41 0.95
C -0.02 0.95 1.31
H 0.48 -1.52 0.29
H 2.25 -1.07 -0.28
H 1.95 -0.15 1.77
H 2.05 1.23 0.51
H 0.03 1.82 0.60
H -0.83 0.34 0.92
H -0.16 1.27 2.32
H -2.55 0.38 -0.41
H -2.12 -0.82 -1.21
O -2.86 -0.42 -0.70
```

***

Quick one: most stable of them? i

***

## i
Here is a cluster of 2 separate species, C6H11O2 in total from the Open Molecules 2025 dataset. Energies are from ωB97M-V/def2-TZVPD.

As for the spin multiplicity: 2. Its HOMO energy (alpha / beta) is -9.0110 / -8.9603 eV. As for the HOMO-LUMO gap (alpha / beta): 9.89 / 6.05 eV.

Structure (XYZ):
```
19
C6H11O2, DFT ωB97M-V/def2-TZVPD
O -1.10 1.23 1.89
C -1.44 1.50 0.77
O -0.74 1.33 -0.31
C -2.74 2.22 0.46
H -2.96 2.32 -0.60
H -3.55 1.72 0.97
H -2.64 3.23 0.87
C 0.98 -1.02 0.25
C 1.51 -1.16 -0.96
C 1.01 -2.13 -1.98
C 1.54 -0.13 1.32
H 0.12 -1.66 0.45
H 2.42 -0.61 -1.21
H 0.67 -1.62 -2.89
H 1.78 -2.84 -2.27
H 0.14 -2.68 -1.61
H 2.61 -0.28 1.46
H 1.06 -0.33 2.27
H 1.32 0.91 1.11
```

***

## ii
Here is a cluster of 2 separate species, C6H11O2 in total from the Open Molecules 2025 dataset. Energies are from ωB97M-V/def2-TZVPD.

As for the spin multiplicity: 2. Its HOMO energy (alpha / beta) is -9.4322 / -9.3231 eV. As for the HOMO-LUMO gap (alpha / beta): 10.49 / 6.99 eV.

Structure (XYZ):
```
19
C6H11O2, DFT ωB97M-V/def2-TZVPD
O -1.83 -0.14 -0.89
C -0.93 0.45 -1.43
O 0.29 0.47 -0.96
C -1.11 1.28 -2.70
H -0.21 1.36 -3.29
H -1.91 0.81 -3.26
H -1.43 2.28 -2.40
C 0.63 0.06 1.56
C 0.59 -1.18 1.06
C -0.62 -2.07 1.08
C 1.80 0.99 1.42
H -0.26 0.44 2.03
H 1.49 -1.57 0.59
H -1.00 -2.06 0.06
H -0.39 -3.10 1.35
H -1.41 -1.67 1.70
H 2.70 0.43 1.16
H 1.99 1.56 2.32
H 1.60 1.68 0.59
```

***

Quick one: most stable of them? ii

***

## i
Here is the ion C5H9N2O2 with charge +1 from the Open Molecules 2025 dataset. Energies are from ωB97M-V/def2-TZVPD.

As for the charge: +1. Its HOMO energy (alpha / beta) is -13.2319 / -13.2324 eV. As for the HOMO-LUMO gap (alpha / beta): 8.07 / 8.07 eV.

Structure (XYZ):
```
18
C5H9N2O2, DFT ωB97M-V/def2-TZVPD
C -2.44 1.10 0.35
C -3.67 1.48 0.62
C 0.78 -1.84 -0.90
C 2.10 -0.08 0.46
C 1.12 -0.35 -0.69
N -0.28 0.91 0.74
N -0.16 0.20 -0.25
O -4.79 1.64 0.55
O -1.42 1.40 1.19
H -2.29 0.61 -0.64
H 0.53 -2.44 0.00
H -0.15 -1.99 -1.58
H 1.59 -2.15 -1.43
H 3.05 -0.31 0.02
H 1.84 -0.67 1.29
H 2.12 1.02 0.57
H 1.48 0.22 -1.62
H 0.59 1.22 1.30
```

***

## ii
Here is a structure of composition C5H9N2O2 from the Open Molecules 2025 dataset. Energies are from ωB97M-V/def2-TZVPD.

As for the charge: +1. Its HOMO energy (alpha / beta) is -14.2575 / -14.2572 eV. As for the HOMO-LUMO gap (alpha / beta): 8.97 / 8.96 eV.

Structure (XYZ):
```
18
C5H9N2O2, DFT ωB97M-V/def2-TZVPD
C 0.27 0.63 -1.65
C 0.07 0.29 -0.38
C -1.46 -0.78 1.18
C 0.71 -1.95 0.45
C -0.01 -0.64 0.78
N 0.62 2.00 -1.93
N 0.12 2.12 0.26
O -0.07 2.58 1.32
O 0.42 2.78 -0.86
H 0.45 -0.01 -2.59
H -1.78 -1.64 0.60
H -1.95 0.13 0.81
H -1.52 -1.07 2.26
H 0.48 -2.44 -0.51
H 0.43 -2.52 1.27
H 1.87 -1.76 0.45
H 0.62 -0.07 1.43
H 0.71 2.35 -2.89
```

***

Quick one: most stable of them? i

***

## i
Here is an isolated molecule of C5H7FO2 from the Open Molecules 2025 dataset. Energies are from ωB97M-V/def2-TZVPD.

Its HOMO energy is -9.8222 eV. As for the HOMO-LUMO gap: 10.62 eV.

Structure (XYZ):
```
15
C5H7FO2, DFT ωB97M-V/def2-TZVPD
C -1.51 -0.91 -0.42
C 0.48 0.30 -0.61
C -0.13 1.62 -0.95
C 0.67 0.23 0.86
C 1.40 -0.64 1.48
H -1.94 -1.84 -0.88
H -1.38 -1.05 0.65
H -2.18 -0.07 -0.63
H 1.51 0.22 -1.06
H -1.05 1.65 -1.52
H 0.10 0.90 1.49
H 1.64 -0.71 2.57
O -0.27 -0.80 -1.12
O 0.50 2.60 -0.62
F 2.15 -1.50 0.76
```

***

## ii
Here is an isolated molecule of C5H7FO2 from the Open Molecules 2025 dataset. Energies are from ωB97M-V/def2-TZVPD.

Its HOMO energy is -9.0526 eV. As for the HOMO-LUMO gap: 9.54 eV.

Structure (XYZ):
```
15
C5H7FO2, DFT ωB97M-V/def2-TZVPD
C -0.09 0.03 -0.06
C 0.45 1.51 -0.11
C 0.38 -0.92 0.78
C -0.40 2.30 -1.02
C -0.05 -2.31 0.71
O 1.42 -0.71 1.59
O 1.40 1.82 0.59
F -1.18 -0.25 -0.90
H 0.15 2.58 -1.86
H -1.14 1.78 -1.43
H -0.76 3.23 -0.44
H 0.69 -3.03 0.90
H -0.78 -2.65 1.57
H -0.51 -2.62 -0.14
H 1.74 0.16 1.29
```

***

Quick one: most stable of them? ii

***

## i
Here is a structure of composition C22H23N3O6S from the Open Molecules 2025 dataset. Energies are from ωB97M-V/def2-TZVPD.

Its HOMO energy is -8.5072 eV. As for the HOMO-LUMO gap: 8.29 eV.

Structure (XYZ):
```
55
C22H23N3O6S, DFT ωB97M-V/def2-TZVPD
C -3.02 -3.07 -1.04
C -4.05 -2.58 -0.32
N -4.87 -3.29 0.25
O -5.91 -2.66 0.90
C -5.68 -1.51 0.58
C -4.64 -1.30 -0.01
C -4.06 -0.09 -0.34
O -4.37 1.16 -0.31
O -2.96 -0.16 -1.39
C -2.19 0.92 -1.80
H -2.89 1.64 -2.55
H -1.39 0.69 -2.32
C -1.87 1.86 -0.88
O -2.01 3.30 -1.00
N -1.44 1.62 0.32
C -1.08 0.27 0.93
H -1.70 -0.30 1.56
C 0.35 0.32 1.54
N 1.22 1.64 0.95
S 1.67 1.43 -0.45
O 1.93 2.69 -1.16
O 0.75 0.60 -1.20
C 3.23 0.66 -0.16
C 3.35 -0.71 -0.40
C 4.62 -1.24 -0.50
C 4.94 -2.74 -0.62
C 6.05 -3.55 -0.30
C 7.08 -2.49 0.35
C 6.77 -1.38 0.85
C 5.67 -0.73 0.50
C 5.42 0.77 0.72
C 4.19 1.24 0.34
H 4.05 2.34 0.73
H 6.16 1.07 1.27
H 7.58 -0.86 1.26
H 8.02 -2.94 0.66
H 6.25 -4.39 -0.74
H 4.08 -3.28 -0.87
H 2.61 -1.23 -1.08
C 0.38 2.92 1.47
H 0.88 3.44 0.77
C -1.18 2.72 1.64
H -1.48 2.29 2.42
H -1.57 3.44 1.15
H 0.77 3.17 2.28
H 1.13 -0.57 1.18
H 0.40 0.32 2.59
H -0.82 -0.47 -0.05
C -6.57 -0.23 1.24
H -6.35 0.74 1.16
H -7.58 -0.38 0.90
H -6.61 -0.42 2.37
H -2.95 -2.63 -2.24
H -3.02 -4.24 -1.03
H -2.01 -2.79 -0.58
```

***

## ii
Here is an isolated molecule of C22H23N3O6S from the Open Molecules 2025 dataset. Energies are from ωB97M-V/def2-TZVPD.

Its HOMO energy is -8.1401 eV. As for the HOMO-LUMO gap: 8.47 eV.

Structure (XYZ):
```
55
C22H23N3O6S, DFT ωB97M-V/def2-TZVPD
C -5.96 -2.78 0.33
H -6.17 -3.11 1.34
O -5.02 -1.75 0.46
C -4.57 -1.13 -0.68
C -4.96 -1.45 -1.97
C -4.44 -0.75 -3.05
C -3.53 0.27 -2.85
C -3.12 0.59 -1.57
C -3.63 -0.10 -0.48
N -3.21 0.19 0.81
S -2.65 1.68 1.29
O -2.68 1.66 2.73
O -3.35 2.74 0.62
C -0.95 1.67 0.74
C -0.39 2.84 0.28
C 0.94 2.86 -0.09
C 1.71 1.70 -0.02
C 1.09 0.49 0.39
C -0.23 0.49 0.80
H -0.70 -0.42 1.13
N 1.86 -0.66 0.32
C 1.56 -1.93 0.73
O 0.54 -2.26 1.30
C 2.64 -2.88 0.42
C 2.71 -4.23 0.67
C 3.96 -4.66 0.17
C 4.56 -3.55 -0.34
O 3.78 -2.47 -0.20
H 5.52 -3.40 -0.81
H 4.36 -5.65 0.20
H 1.96 -4.82 1.14
H 2.74 -0.53 -0.18
N 3.07 1.64 -0.37
C 3.57 2.62 -1.31
H 2.87 2.73 -2.14
C 4.91 2.10 -1.85
H 5.37 2.82 -2.53
O 5.84 1.91 -0.80
C 5.35 1.00 0.15
H 6.10 0.94 0.94
C 4.01 1.49 0.73
H 3.63 0.77 1.46
H 4.17 2.45 1.24
H 5.21 0.01 -0.30
H 4.74 1.15 -2.38
H 3.74 3.60 -0.84
H 1.39 3.78 -0.42
H -1.00 3.73 0.23
H -3.67 -0.35 1.54
H -2.41 1.38 -1.40
H -3.13 0.81 -3.69
H -4.77 -1.01 -4.05
H -5.68 -2.23 -2.15
H -6.88 -2.43 -0.14
H -5.55 -3.62 -0.25
```

***

Quick one: most stable of them? ii

***

## i
Here is a cluster of 3 separate species, C4H15N2O2 in total from the Open Molecules 2025 dataset. Energies are from ωB97M-V/def2-TZVPD.

As for the charge: +2. As for the spin multiplicity: 2. Its HOMO energy (alpha / beta) is -17.2713 / -17.2712 eV. As for the HOMO-LUMO gap (alpha / beta): 8.66 / 4.91 eV.

Structure (XYZ):
```
23
C4H15N2O2, DFT ωB97M-V/def2-TZVPD
C -0.14 -0.62 0.06
C 0.70 -0.06 -1.07
C 0.35 1.03 -2.01
C -0.89 1.68 -2.08
N 1.42 1.35 -2.86
N 0.49 -0.37 1.43
H -1.20 -0.42 0.15
H -0.22 -1.71 0.04
H 1.71 0.25 -0.75
H 1.11 -0.85 -1.73
H -1.11 2.57 -2.68
H -1.73 1.47 -1.44
H 1.16 1.18 -3.83
H 1.66 2.34 -2.77
H -0.10 0.30 1.95
H 0.52 -1.26 1.93
H 1.41 0.06 1.36
H 0.35 -4.37 2.79
H 0.53 -3.66 4.14
O 0.10 -3.58 3.28
H -1.96 1.57 0.59
H -2.36 1.86 2.01
O -1.81 1.25 1.49
```

***

## ii
Here is a cluster of 3 separate species, C4H15N2O2 in total from the Open Molecules 2025 dataset. Energies are from ωB97M-V/def2-TZVPD.

As for the charge: +2. As for the spin multiplicity: 2. Its HOMO energy (alpha / beta) is -18.7906 / -18.7876 eV. As for the HOMO-LUMO gap (alpha / beta): 9.59 / 4.83 eV.

Structure (XYZ):
```
23
C4H15N2O2, DFT ωB97M-V/def2-TZVPD
C -1.45 2.03 0.68
C 0.08 2.16 0.78
C 0.58 1.28 1.92
N 0.70 -0.13 1.67
C 1.01 -0.66 0.48
N 1.16 -1.95 0.47
H -1.77 1.00 0.51
H -1.86 2.32 1.65
H -1.90 2.64 -0.11
H 0.61 1.93 -0.14
H 0.29 3.19 1.06
H 1.59 1.70 2.15
H 0.01 1.35 2.84
H 0.73 -0.68 2.53
H 1.14 -0.11 -0.44
H 1.24 -2.48 -0.41
H 1.03 -2.52 1.31
H -0.35 -1.21 -2.23
H 0.08 -2.65 -2.33
O 0.44 -1.79 -2.07
H -1.64 -0.08 -3.56
H -2.44 0.08 -2.27
O -1.85 -0.53 -2.72
```

***

Quick one: most stable of them? i

***

## i
Here is the ion C4H13N3 with charge +2 from the Open Molecules 2025 dataset. Energies are from ωB97M-V/def2-TZVPD.

As for the charge: +2. Its HOMO energy is -19.6349 eV. As for the HOMO-LUMO gap: 10.37 eV.

Structure (XYZ):
```
20
C4H13N3, DFT ωB97M-V/def2-TZVPD
C -0.92 -1.39 -0.89
C -1.81 -1.05 1.23
C 2.03 1.18 -0.15
C 1.00 0.68 0.86
N -2.03 -1.35 0.00
N -0.42 0.06 -0.98
N -0.36 0.65 0.31
H -0.11 -2.00 -0.47
H -1.19 -1.75 -1.89
H -2.64 -0.79 1.89
H -0.86 -1.23 1.71
H 2.31 0.43 -0.90
H 1.71 2.10 -0.63
H 2.96 1.42 0.38
H 0.97 1.34 1.73
H 1.28 -0.32 1.21
H -2.98 -1.34 -0.38
H 0.55 0.08 -1.39
H -1.03 0.59 -1.63
H -0.79 1.57 0.35
```

***

## ii
Here is a structure of composition C4H13N3 from the Open Molecules 2025 dataset. Energies are from ωB97M-V/def2-TZVPD.

As for the charge: +2. Its HOMO energy is -19.7349 eV. As for the HOMO-LUMO gap: 10.51 eV.

Structure (XYZ):
```
20
C4H13N3, DFT ωB97M-V/def2-TZVPD
C -3.35 0.30 0.11
C -0.94 0.29 0.76
C 2.55 0.06 -0.44
C 1.51 0.37 0.64
N -2.12 0.00 0.01
N 0.23 -1.23 -0.63
N 0.21 0.05 -0.09
H -3.77 0.75 1.04
H -4.00 -0.08 -0.72
H -0.73 1.21 1.14
H -0.93 -0.30 1.67
H 2.88 -0.95 -0.63
H 2.26 0.59 -1.34
H 3.51 0.54 -0.39
H 1.75 1.42 0.93
H 1.44 -0.23 1.57
H -1.86 -0.38 -0.98
H 0.49 -1.94 0.03
H 0.73 -1.27 -1.55
H 0.14 0.80 -1.15
```

***

Quick one: most stable of them? i